25
Properties=species:S:1:pos:R:3:mulliken_charge:R:1 method="wB97M-V/def2-TZVPD" spin_multiplicity=1 de_lowest_kj_mol=109.00 orbital_gap_ev=10.06 charge=+1
N -1.35 -1.60 -0.11 -0.171
C -0.63 -1.89 -1.41 -0.600
C -0.29 -0.56 -2.13 -0.682
N -0.21 0.50 -1.14 -0.279
C 1.13 0.68 -0.57 -0.884
C 1.05 1.09 0.90 0.076
C 0.98 2.62 0.98 -1.305
H -0.90 -0.84 0.40 0.160
H -2.28 -1.28 -0.33 0.340
H -1.35 -2.40 0.51 0.391
H 0.23 -2.47 -1.15 0.363
H -1.35 -2.47 -1.99 0.389
H 0.65 -0.69 -2.61 0.312
H -1.05 -0.46 -2.87 0.511
H -0.66 1.34 -1.48 0.245
H 1.83 1.30 -1.06 0.436
H 1.56 -0.33 -0.59 0.315
H 1.91 0.74 1.48 0.323
H 0.16 0.77 1.46 0.079
H 1.93 3.16 1.00 0.329
H 0.64 2.91 1.98 0.365
H 0.42 3.04 0.16 0.316
H -1.46 -0.65 2.88 0.312
H -0.21 -1.37 3.23 0.310
O -0.73 -1.13 2.45 -0.651

=====

25
Properties=species:S:1:pos:R:3:mulliken_charge:R:1 method="wB97M-V/def2-TZVPD" spin_multiplicity=1 de_lowest_kj_mol=43.81 orbital_gap_ev=10.12 charge=+1
C -0.13 0.54 2.41 -0.799
C -0.56 1.41 1.24 -0.779
C -1.26 0.58 0.12 -0.398
C -1.10 1.19 -1.27 -0.872
C 0.18 0.76 -2.00 -0.515
N 0.19 -0.74 -2.15 -0.062
N 0.86 -0.46 2.01 -0.561
H 0.31 1.20 3.16 0.396
H -1.00 0.09 2.86 0.335
H -1.26 2.16 1.62 0.409
H 0.26 2.05 0.88 0.379
H -2.31 0.60 0.40 0.315
H -0.86 -0.43 0.23 0.369
H -1.95 1.02 -1.93 0.350
H -0.97 2.27 -1.15 0.373
H 0.18 1.24 -2.98 0.372
H 1.07 1.12 -1.48 0.310
H 0.68 -1.15 -2.94 0.402
H 0.48 -1.18 -1.27 0.084
H -0.80 -1.01 -2.20 0.413
H 1.60 -0.59 2.69 0.234
H 1.37 -0.13 1.19 0.195
H 1.11 -2.13 0.78 0.418
H 1.44 -3.37 0.01 0.343
O 1.25 -2.43 -0.14 -0.709

=====

27
Properties=species:S:1:pos:R:3:mulliken_charge:R:1 method="wB97M-V/def2-TZVPD" spin_multiplicity=1 de_lowest_kj_mol=326.78 orbital_gap_ev=7.14 charge=-1
C 0.71 0.18 -1.86 -1.041
N 1.03 -1.17 -1.53 -0.368
C -0.06 -2.15 -1.41 -0.880
C 0.77 0.99 -0.54 -0.202
C 0.42 2.44 -0.99 -1.599
N -0.20 0.38 0.39 -0.017
C 0.04 0.88 1.80 -0.188
O -1.09 1.13 2.47 -0.862
H -0.07 0.34 -2.59 0.353
H 1.53 0.54 -2.43 0.453
H 1.51 -1.11 -0.64 0.326
H -0.05 -2.61 -2.43 0.277
H -0.97 -1.62 -1.31 0.261
H 0.20 -2.87 -0.65 0.363
H 1.71 0.92 -0.01 0.537
H -0.41 2.70 -0.48 0.433
H 0.49 2.79 -2.04 0.398
H 1.14 3.11 -0.58 0.400
H -1.14 0.51 0.09 0.366
H 0.73 1.89 1.97 0.168
H 0.65 -0.09 2.36 -0.108
H -2.23 0.32 1.86 0.431
H -2.04 -0.97 1.08 0.360
O -2.90 -0.28 1.39 -0.799
H -0.11 -2.03 1.23 0.278
H 0.25 -1.81 2.74 0.322
O 0.10 -2.39 2.12 -0.659

=====

27
Properties=species:S:1:pos:R:3:mulliken_charge:R:1 method="wB97M-V/def2-TZVPD" spin_multiplicity=1 orbital_gap_ev=9.32 charge=0
C 2.34 -2.04 0.29 -0.946
C -0.99 2.46 1.74 -1.145
C -1.01 2.60 -1.37 -1.110
C 0.10 -1.53 -1.77 -1.196
C -1.26 -2.22 0.75 -1.189
N 1.22 1.63 0.09 -0.889
N -1.16 0.35 0.13 -0.568
N 1.23 -1.15 0.72 -0.343
P -0.28 1.71 0.12 0.908
P -0.20 -1.00 -0.04 0.975
H 1.80 -2.92 -0.01 0.390
H 2.94 -1.76 -0.63 0.287
H 3.01 -2.24 1.08 0.333
H -2.18 2.46 1.73 0.273
H -0.61 1.72 2.47 0.288
H -0.68 3.45 1.83 0.441
H -1.14 3.65 -1.06 0.402
H -0.20 2.53 -2.24 0.287
H -2.03 2.21 -1.68 0.305
H 1.12 -1.22 -1.92 0.395
H 0.06 -2.66 -1.89 0.349
H -0.60 -0.96 -2.48 0.343
H -0.67 -2.93 1.48 0.311
H -2.04 -1.70 1.45 0.307
H -1.99 -2.78 0.12 0.366
H 1.69 2.49 0.29 0.182
H 1.54 -0.12 0.77 0.244

=====

Please write out number 2 again, unchanged.
25
Properties=species:S:1:pos:R:3:mulliken_charge:R:1 method="wB97M-V/def2-TZVPD" spin_multiplicity=1 de_lowest_kj_mol=43.81 orbital_gap_ev=10.12 charge=+1
C -0.13 0.54 2.41 -0.799
C -0.56 1.41 1.24 -0.779
C -1.26 0.58 0.12 -0.398
C -1.10 1.19 -1.27 -0.872
C 0.18 0.76 -2.00 -0.515
N 0.19 -0.74 -2.15 -0.062
N 0.86 -0.46 2.01 -0.561
H 0.31 1.20 3.16 0.396
H -1.00 0.09 2.86 0.335
H -1.26 2.16 1.62 0.409
H 0.26 2.05 0.88 0.379
H -2.31 0.60 0.40 0.315
H -0.86 -0.43 0.23 0.369
H -1.95 1.02 -1.93 0.350
H -0.97 2.27 -1.15 0.373
H 0.18 1.24 -2.98 0.372
H 1.07 1.12 -1.48 0.310
H 0.68 -1.15 -2.94 0.402
H 0.48 -1.18 -1.27 0.084
H -0.80 -1.01 -2.20 0.413
H 1.60 -0.59 2.69 0.234
H 1.37 -0.13 1.19 0.195
H 1.11 -2.13 0.78 0.418
H 1.44 -3.37 0.01 0.343
O 1.25 -2.43 -0.14 -0.709